[1]
18
Properties=species:S:1:pos:R:3 method="wB97M-V/def2-TZVPD" gap_ev=9.13 smiles=CC1([C@H](N)O)CC1 relative_energy_kj_mol=311.3
C -0.07314 0.30524 0.05078
C -0.70853 1.39647 -0.77402
H -0.33041 -2.11504 -0.91973
H -1.84672 0.08642 1.35782
C 1.01573 -0.46716 -0.56687
N 0.00517 -1.35930 -1.51404
H -0.05222 1.71333 -1.58951
H 1.14216 0.34307 2.13602
H -0.66599 -1.28306 1.50385
H -0.91644 2.28212 -0.16761
C 0.25661 0.72946 1.64588
H -1.64271 1.03141 -1.20925
H -0.03273 1.72127 1.96878
O 1.76385 -1.26718 0.26368
H 1.50724 -2.18855 0.09909
H 1.67584 0.11357 -1.21206
C -0.81650 -0.23706 1.24457
H -0.28122 -0.80499 -2.31737



[2]
18
Properties=species:S:1:pos:R:3 method="wB97M-V/def2-TZVPD" gap_ev=8.02 relative_energy_kj_mol=501.5
C -0.56743 1.89334 0.38010
H -2.07682 -3.40436 2.57698
C -0.87084 1.14298 -0.83799
N 1.96784 -0.77752 -0.32518
O -2.58447 -2.97070 3.28442
C -0.31342 -0.03293 -1.24905
H -2.62971 -2.03911 3.05303
H -1.57425 2.46019 0.69699
H -1.62742 1.62500 -1.31978
H 1.43460 -1.46756 0.19784
C 1.82003 1.17245 -1.62045
H 1.50112 2.27102 -1.87109
H 2.92969 1.04300 -1.62366
H 0.25007 2.75964 0.31294
H 2.45985 -0.20761 0.43819
C 1.10774 0.13086 -1.08440
H -0.71029 -0.98352 -1.21831
H -0.11241 1.31138 1.22850



[3]
18
Properties=species:S:1:pos:R:3 method="wB97M-V/def2-TZVPD" gap_ev=9.30 smiles=COC1CN(C)C1 relative_energy_kj_mol=247.4
C -0.70039 0.26478 -1.18528
H 3.28511 -0.05441 -0.40047
H 2.54946 0.24332 1.19640
H -3.30727 0.09306 -0.21258
N -1.24217 0.17497 0.15793
H 0.28812 -0.19416 1.63174
H 3.26981 1.59665 0.28690
H -1.11160 -0.45815 -1.90823
C 2.70194 0.66812 0.19211
H 1.20116 -0.94284 -1.12748
O 1.48874 0.98401 -0.44229
H -0.26651 -1.64524 0.74167
C -0.10004 -0.55479 0.66903
C 0.66741 -0.13835 -0.60564
H -0.73885 1.27540 -1.61033
H -2.66861 -1.33740 0.63459
H -2.75311 0.26482 1.46479
C -2.56319 -0.23981 0.51714



[4]
18
Properties=species:S:1:pos:R:3 method="wB97M-V/def2-TZVPD" gap_ev=10.03 smiles=OC[C@@H]1CCCN1 relative_energy_kj_mol=145.7
C -1.29178 0.01045 0.82333
H -0.05218 -1.79911 1.11336
H -0.41046 -1.01192 -2.41151
H -0.83647 -1.75104 -0.45018
C -0.31501 1.14478 1.15505
H -1.88565 0.42436 0.00741
H 0.01258 0.92120 -1.53818
H -0.78135 2.04907 0.73023
H 1.44750 0.55022 1.66324
H 1.72402 0.70445 -1.83631
N 1.05063 0.76287 0.76045
O 0.51270 -0.85661 -2.50634
C -0.38985 -1.11715 0.32089
H -0.35388 1.45843 2.20876
H -1.99363 -0.25109 1.60531
C 0.93099 -0.40178 -0.14354
H 1.81108 -1.00690 0.06361
C 0.82077 0.16978 -1.56556



[5]
18
Properties=species:S:1:pos:R:3 method="wB97M-V/def2-TZVPD" gap_ev=8.56 smiles="C=C/C(C)=C/N.O" relative_energy_kj_mol=374.6
H -0.81832 -0.12340 2.49005
H 0.18949 -1.17259 1.84239
H -1.16316 1.12353 -1.31132
C -1.32696 -1.33053 -0.25689
H -0.64451 2.99148 0.70106
H -1.95794 -2.58993 -1.88933
C -0.07483 -0.10016 1.62697
C -0.58589 1.06397 -0.34828
O 3.12134 -0.23023 -0.10864
N -0.04071 2.22754 0.22801
C -1.34697 -1.65227 -1.63627
H 3.39499 -0.39933 -1.04928
H 0.76610 0.56881 1.55283
C -0.72865 -0.15243 0.29794
H 2.16986 -0.19929 0.06604
H 0.89913 2.06636 0.77051
H -1.32902 -0.91802 -2.38389
H -1.81258 -2.07004 0.38322



[6]
18
Properties=species:S:1:pos:R:3 method="wB97M-V/def2-TZVPD" gap_ev=8.81 smiles="C=C(N)/C=C/C.O" relative_energy_kj_mol=157.7
H 0.53298 -3.04065 -0.55578
C -0.76792 0.51166 -1.01983
N -1.43621 -0.66752 -0.65655
H 1.11000 2.38497 2.09545
C 0.02318 1.15882 0.04188
H 0.31604 2.17110 -0.19479
C 1.18653 1.30637 2.23404
H -1.83370 -1.12805 -1.46506
H 2.25026 1.07483 2.18744
H 1.88181 -2.64660 0.11585
O 0.99100 -2.96382 0.29473
H 0.13164 -0.42417 1.41373
H 0.86209 1.01858 3.23006
C 0.39341 0.60242 1.18730
H -1.57045 0.66659 -2.96526
H -0.85454 -1.33684 -0.15000
C -0.98534 1.13990 -2.17742
H -0.58677 2.12278 -2.38703



[7]
18
Properties=species:S:1:pos:R:3 method="wB97M-V/def2-TZVPD" gap_ev=8.23 smiles=CN1CC[C@@H]1CO relative_energy_kj_mol=725.8
H 1.17472 1.91507 -1.04366
H 1.39509 -2.10170 -0.59361
H 1.47001 -1.35557 1.62219
H -0.47983 -0.43684 -1.90356
H -0.97861 1.02439 1.64083
H -1.21256 -2.03742 0.85251
N -0.41870 0.75018 -0.52355
H 0.49916 2.58966 0.24543
C -0.28646 -0.77624 -0.82522
C 0.82602 1.61976 -0.12646
H -2.35175 1.03337 0.51062
O 1.58947 -0.52297 0.77905
H 1.40961 0.98964 0.66302
C 1.11037 -1.01602 -0.45142
H -2.53350 -0.86391 -0.24091
H 1.57421 -0.32344 -1.36989
C -1.28056 0.57203 0.53596
C -1.50667 -1.06002 0.22868



[8]
18
Properties=species:S:1:pos:R:3 method="wB97M-V/def2-TZVPD" gap_ev=10.48 smiles="CNC(=O)C(C)C" relative_energy_kj_mol=24.0
H -2.81996 -1.15810 -1.79349
C 0.02162 -0.50133 -0.40729
H 2.08598 -0.69258 1.28318
H 2.61422 0.03514 -0.20862
H 0.51637 1.60205 -0.03923
H -1.40204 0.81940 -1.07397
H -1.62009 -0.75465 -3.06446
H -1.12525 1.30870 1.66678
C -1.75252 -1.07874 -2.02543
C 2.07320 0.24689 0.72297
H -0.26929 -0.08262 2.38484
H -1.28022 -2.05609 -1.89719
C 0.59370 0.64455 0.50283
O 0.56697 -1.59758 -0.49173
N -1.10814 -0.14702 -1.09665
H 0.42474 1.55789 2.43428
H 2.62352 1.00918 1.28270
C -0.14281 0.84492 1.82047



[9]
18
Properties=species:S:1:pos:R:3 method="wB97M-V/def2-TZVPD" gap_ev=9.66 smiles="CCN(C)C(C)=O" relative_energy_kj_mol=199.0
H -1.12698 -1.07276 2.71396
H 0.48871 1.50374 -1.54805
H -0.43457 1.57696 1.78758
O -1.49156 -1.38036 0.03623
H -0.11906 -1.45485 -2.05930
H 0.31874 -0.25712 -3.29444
C 0.27378 1.52444 0.93693
N -0.04125 0.33777 0.05840
C -0.10133 0.59396 -1.36282
C -0.66192 -0.72473 0.64220
H -1.14613 0.80834 -1.58809
C -0.24405 -1.08677 2.06905
C 0.43683 -0.53274 -2.23973
H 1.22843 0.96875 0.87890
H 0.13224 -2.11674 2.05838
H 1.50235 -0.71688 -2.05431
H 0.52475 -0.43566 2.49602
H 0.10223 2.45103 0.36703



[10]
18
Properties=species:S:1:pos:R:3 method="wB97M-V/def2-TZVPD" gap_ev=10.06 smiles="CCN(C)C(C)=O" relative_energy_kj_mol=33.6
H 2.80052 -0.77426 0.16565
H -1.57400 -1.52646 -0.27310
C 2.29149 -0.21720 -0.62804
H -1.66155 0.43629 -1.72491
H -1.86776 -0.54391 1.17494
C 0.42323 0.42537 1.51467
H 0.01917 -0.04010 2.42095
C -1.41653 -0.54162 0.17545
N 0.01905 -0.33635 0.35116
H 0.05514 1.46064 1.47067
H -3.13002 0.43871 -0.73176
O 0.37138 -1.10482 -1.74293
H 1.50889 0.45001 1.61204
C 0.82218 -0.59236 -0.72828
H 2.42368 0.85226 -0.43071
H -1.79564 1.53747 -0.33503
C -2.04058 0.53746 -0.70471
H 2.75135 -0.46113 -1.58608



[11]
18
Properties=species:S:1:pos:R:3 method="wB97M-V/def2-TZVPD" gap_ev=8.72 relative_energy_kj_mol=379.1
C 1.45605 -0.58008 -1.71147
H 0.17408 3.00385 0.74879
H -1.41863 -1.17613 2.75656
N -0.96215 -0.51949 0.81752
H -0.89332 0.47764 0.95406
H 2.00936 -1.11640 -0.92843
H 1.59070 2.96187 -0.33062
O -0.75007 -2.17815 -0.77457
H 0.15768 1.97954 -0.72052
C 0.00754 -0.33324 -1.49154
H -2.83033 -1.03405 1.67332
C 0.77812 2.36875 0.09539
C -0.57309 -1.01618 -0.37436
C -1.77008 -1.30656 1.72922
H 1.56244 -1.11765 -2.66234
H 1.20452 1.54404 0.67496
H 1.92136 0.39703 -1.90101
H -1.66416 -2.35479 1.44504



[12]
18
Properties=species:S:1:pos:R:3 method="wB97M-V/def2-TZVPD" gap_ev=8.69 smiles="C=CC(=C)NC.O" relative_energy_kj_mol=271.7
C -1.69161 -0.12519 -0.50413
H -0.92301 2.04509 1.10806
H 0.78657 1.31510 1.23575
C -2.86836 0.13052 0.05490
C -0.37625 0.53275 -0.29542
N 0.68920 -0.08684 -0.95518
H 1.45572 1.67987 -1.69794
C -0.17394 1.34742 0.76202
H 1.18567 -2.73378 1.59706
H -3.72818 -0.44539 -0.26602
H 1.81508 -1.40288 1.21846
O 1.65885 -1.98352 1.97184
C 1.83951 0.73062 -1.33261
H -1.63599 -0.92448 -1.24005
H 2.38741 0.19702 -2.10382
H 2.45912 0.96623 -0.46726
H 0.70276 -1.08950 -0.95040
H -3.02091 0.91524 0.78234



| no. | strongest force on any atom (eV/Å) | total energy (Ha) | LUMO (eV) |
| --- | --- | --- | --- |
| 1 | 5.4 | -327.012775 | 0.9 |
| 2 | 4.6 | -326.940349 | 0.0 |
| 3 | 0.7 | -327.037120 | 1.1 |
| 4 | 1.9 | -327.075850 | 0.9 |
| 5 | 5.3 | -326.988673 | 0.6 |
| 6 | 0.8 | -327.071292 | 0.7 |
| 7 | 7.5 | -326.854912 | 0.4 |
| 8 | 1.4 | -327.122208 | 0.9 |
| 9 | 3.9 | -327.055555 | 0.9 |
| 10 | 0.2 | -327.118562 | 0.9 |
| 11 | 0.3 | -326.986950 | 0.1 |
| 12 | 2.3 | -327.027864 | 0.6 |